*one*
Below is the molecule C5H4O3, with properties calculated with ωB97M-V with the def2-TZVPD basis set.

The geometry in XYZ format:
```
12
Properties=species:S:1:pos:R:3
C 2.166 0.237 -0.128
C 0.882 0.004 -0.214
C -1.141 -1.140 0.192
C -1.500 0.346 0.004
C -0.167 1.019 0.018
H 3.009 -0.605 0.087
H 2.247 1.376 0.260
H -1.915 -1.855 -0.424
H -1.429 -1.355 1.230
O 0.200 -1.160 -0.534
O -2.610 0.959 -0.349
O 0.258 2.174 -0.144
```

Kohn-Sham gap ... 7.963 eV
Structure (SMILES) ... C=C1OCC(=O)C1=O

The computed natural (NBO) charges, all in e, follow: C -0.4188; C 0.1606; C -0.1934; C 0.4406; C 0.3853; H 0.2476; H 0.2592; H 0.2439; H 0.2346; O -0.4789; O -0.4387; O -0.4418



*two*
Below is the molecule C5H4O3, with properties calculated with ωB97M-V with the def2-TZVPD basis set.

The geometry in XYZ format:
```
12
Properties=species:S:1:pos:R:3
C -1.067 -0.594 0.259
C 1.283 0.524 -0.373
C -0.065 1.076 1.560
C -1.993 -1.387 -0.234
C 2.078 0.387 -1.403
O -0.200 1.812 2.497
O -0.939 0.162 1.312
O 0.993 1.277 0.670
H -2.988 -1.662 0.336
H -1.934 -2.206 -0.954
H 2.826 1.056 -1.568
H 2.006 -0.445 -2.102
```

Kohn-Sham gap (alpha / beta) ... 8.520 / 9.054 eV

The computed natural (NBO) charges, all in e, follow: C 0.3288; C 0.4027; C 0.9945; C -0.5835; C -0.5750; O -0.5266; O -0.4712; O -0.4992; H 0.2200; H 0.2475; H 0.2167; H 0.2454



*three*
Below is a structure of composition C5H4O3, with properties calculated with ωB97M-V with the def2-TZVPD basis set.

The geometry in XYZ format:
```
12
Properties=species:S:1:pos:R:3
C 1.157 0.028 0.104
C -0.831 -0.947 -0.133
C 0.027 0.660 0.750
C -0.872 1.347 -0.309
C -1.515 0.222 -0.851
H -1.400 -1.965 -0.172
H 0.255 1.232 1.676
H -1.032 2.423 -0.409
H -2.191 0.176 -1.608
O 2.221 0.358 -0.335
O 0.600 -1.106 -0.478
O -0.749 -0.468 1.207
```

Kohn-Sham gap ... 10.475 eV

The computed natural (NBO) charges, all in e, follow: C 0.7481; C 0.2843; C -0.1061; C -0.1680; C -0.1984; H 0.2116; H 0.2393; H 0.2433; H 0.2191; O -0.5149; O -0.4905; O -0.4677



Most stable = *three*



*one*
Below is a cluster of 2 separate species, C2H8O in total, with properties calculated with ωB97M-V with the def2-TZVPD basis set.

The geometry in XYZ format:
```
11
Properties=species:S:1:pos:R:3
C 0.167 -0.129 -2.195
C 1.237 -1.189 -2.496
H -0.119 0.384 -3.107
H 0.436 0.496 -1.355
H -0.739 -0.608 -1.799
H 2.164 -0.690 -2.778
H 1.420 -1.848 -1.658
H 0.898 -1.720 -3.365
H -2.226 1.906 6.922
H -1.152 1.605 5.859
O -2.087 1.794 5.973
```

Kohn-Sham gap ... 12.718 eV
Structure (SMILES) ... CC.O

The computed natural (NBO) charges, all in e, follow: C -0.6048; C -0.6016; H 0.2044; H 0.2024; H 0.1977; H 0.1985; H 0.2029; H 0.2005; H 0.4696; H 0.4691; O -0.9387



*two*
Below is a cluster of 2 separate species, C2H8O in total, with properties calculated with ωB97M-V with the def2-TZVPD basis set.

The geometry in XYZ format:
```
11
Properties=species:S:1:pos:R:3
C -1.924 0.127 -0.320
H -1.721 0.578 -1.428
H -2.915 -0.387 -0.367
H -1.108 -0.602 -0.098
H -1.925 0.928 0.430
C 1.675 0.149 0.582
O 1.354 -0.297 -0.739
H 1.796 -0.791 1.216
H 0.956 0.882 1.031
H 2.683 0.660 0.495
H 1.129 -1.247 -0.802
```

Kohn-Sham gap ... 11.290 eV
Structure (SMILES) ... CO.C

The computed natural (NBO) charges, all in e, follow: C -0.8558; H 0.2184; H 0.2116; H 0.2104; H 0.2125; C -0.2522; O -0.7424; H 0.1698; H 0.1760; H 0.1780; H 0.4737



Most stable = *one*